The following is a DFT calculation (ωB97M-V/def2-TZVPD) of the ion C6H10N with charge +1 at a distorted geometry.

Properties
HOMO-LUMO gap (eV): 9.87
Relative energy (zero: lowest compared OMol25 entry of this formula, charge and spin) (kJ/mol): 283.4
Charge: +1
SMILES: CC=C=C=[N+](C)C

```
17
C6H10N ωB97M-V/def2-TZVPD
C 1.63 -0.65 -1.98
C 0.52 0.31 -1.82
C -0.74 -0.04 -1.62
C -1.14 -0.16 -0.44
N -0.81 0.09 0.75
C -0.37 -0.96 1.65
C -1.16 1.34 1.39
H 2.49 -0.29 -1.39
H 1.96 -0.66 -3.02
H 1.37 -1.65 -1.68
H 0.72 1.32 -2.16
H -0.28 -1.90 1.12
H 0.61 -0.68 2.04
H -1.06 -1.07 2.49
H -1.43 2.09 0.64
H -2.00 1.21 2.07
H -0.31 1.70 1.96
```